1.
The following is a DFT calculation (ωB97M-V/def2-TZVPD) of a single C4H8O2 molecule.

Bonds (Å) are listed after each position.
CARTESIAN COORDINATES (ANGSTROEM)
1 C -1.259 1.392 -1.012  O2 1.425, H7 1.104, H8 1.099, H9 1.090
2 O -0.086 1.427 -0.204  C1 1.425, C3 1.456
3 C 0.542 0.210 0.290  O2 1.456, C4 1.790, C5 1.491, H10 1.083
4 C 0.255 -1.048 1.531  C3 1.790, H11 1.081, H12 1.095, H13 1.125
5 C 0.973 -0.689 -0.818  C3 1.491, O6 1.208, H14 1.105
6 O 1.256 -1.832 -0.549  C5 1.208
7 H -1.480 2.407 -1.385  C1 1.104
8 H -1.158 0.738 -1.889  C1 1.099
9 H -2.109 1.074 -0.407  C1 1.090
10 H 1.380 0.644 0.821  C3 1.083
11 H 0.282 -0.508 2.468  C4 1.081
12 H -0.667 -1.622 1.390  C4 1.095
13 H 1.039 -1.849 1.631  C4 1.125
14 H 1.032 -0.344 -1.866  C5 1.105

Output
Total energy   -8369.805 eV
Energy above the lowest of the compared OMol25 structures with the same formula, charge and spin   3.4769 eV
Gap between HOMO and LUMO   10.342 eV
HOMO   -9.66 eV
Total charge   0

=====

2.
The following is a DFT calculation (ωB97M-V/def2-TZVPD) of 2 unconnected molecules or ions with the total composition C4H8O2.

Bonds (Å) are listed after each position.
CARTESIAN COORDINATES (ANGSTROEM)
1 C -2.121 -0.343 -0.549  C2 1.515, H7 1.094, H8 1.094, H9 1.095
2 C -0.620 -0.304 -0.350  C1 1.515, O3 1.415, H10 1.099, H11 1.100
3 O -0.343 0.734 0.572  C2 1.415, C4 1.370
4 C 0.918 1.041 1.009  O3 1.370, C5 1.323, H12 1.083
5 C 2.167 0.648 0.822  C4 1.323, O6 1.178
6 O 3.337 0.511 0.855  C5 1.178
7 H -2.486 0.608 -0.949  C1 1.094
8 H -2.631 -0.543 0.397  C1 1.094
9 H -2.378 -1.138 -1.258  C1 1.095
10 H -0.262 -1.268 0.037  C2 1.099
11 H -0.110 -0.114 -1.306  C2 1.100
12 H 0.903 1.859 1.718  C4 1.083
13 H 1.854 -0.605 -0.781  H14 0.745
14 H 1.773 -1.085 -0.217  H13 0.745

Output
Total energy   -8369.152 eV
Energy above the lowest of the compared OMol25 structures with the same formula, charge and spin   4.1301 eV
Gap between HOMO and LUMO   8.980 eV
HOMO   -8.24 eV
Total charge   0

=====

What is the HOMO in the second record?
-8.24 eV